# 1
DFT (the ωB97M-V functional and the def2-TZVPD basis) results for 2 unconnected molecules or ions with the total composition C15H30Cl3NO6PS at a distorted geometry.

```
! RIJCOSX wB97M-V def2-TZVPD def2/J DEFGRID3
* xyz 1 1
C 6.31 2.29 -1.25
C 5.45 1.42 -0.12
C 3.87 1.60 -0.50
C 2.98 0.21 -0.33
C 1.82 0.25 -1.50
C 0.49 -0.67 -1.16
C -0.59 0.04 -0.15
C -0.12 1.55 0.38
C -2.12 0.34 -0.64
C -2.76 -0.42 -1.95
C -3.89 0.58 -2.66
C -5.00 1.16 -1.61
S -4.75 3.01 -1.19
O -3.75 3.72 -2.15
O -6.14 3.73 -1.42
O -4.34 3.18 0.46
C -2.86 -0.13 0.78
N -2.12 -0.87 1.70
C -0.75 -1.07 1.05
P 0.65 -1.33 2.31
O 1.11 -0.02 3.09
O 2.04 -2.19 1.68
O -0.03 -2.40 3.57
H 5.77 3.31 -1.49
H 6.26 1.66 -2.26
H 7.43 2.49 -0.91
H 5.62 1.88 0.95
H 5.83 0.31 -0.07
H 3.36 2.44 0.16
H 3.79 1.94 -1.62
H 3.74 -0.68 -0.43
H 2.57 0.20 0.76
H 1.54 1.35 -1.85
H 2.31 -0.25 -2.46
H 0.91 -1.65 -0.61
H 0.06 -1.04 -2.18
H 0.87 1.53 1.00
H -1.01 1.95 1.06
H 0.02 2.30 -0.52
H -2.35 1.50 -0.62
H -2.00 -0.69 -2.80
H -3.36 -1.36 -1.57
H -4.46 -0.13 -3.44
H -3.33 1.40 -3.29
H -6.05 1.14 -2.19
H -5.16 0.51 -0.65
H -3.47 3.67 0.49
H -3.95 0.10 1.15
H -2.41 -1.26 2.64
H -0.88 -2.12 0.53
H 2.32 -2.85 2.38
H -0.79 -2.86 3.11
C 0.28 -5.66 3.34
Cl 0.62 -7.12 4.30
Cl 1.40 -5.54 1.98
Cl -1.40 -5.68 2.77
H 0.41 -4.79 3.99
*
```

Energy ... -3215.3277 Ha


# 2
DFT (the ωB97M-V functional and the def2-TZVPD basis) results for 5 unconnected molecules or ions with the total composition C15H30ClO13S3 at a distorted geometry.

```
! RIJCOSX wB97M-V def2-TZVPD def2/J DEFGRID3
* xyz -1 1
Cl 0.60 -0.28 -1.19
O -0.25 -0.21 -0.02
O 1.20 -1.58 -1.32
O -0.21 0.01 -2.36
O 1.66 0.70 -1.07
O -2.36 -2.74 1.39
S -2.14 -3.39 0.13
O -0.90 -3.96 -0.18
O -3.22 -4.58 0.03
C -4.57 -4.27 0.38
C -5.38 -5.54 0.19
C -2.67 -2.29 -1.14
H -4.99 -3.46 -0.21
H -4.60 -3.98 1.43
H -5.38 -5.84 -0.86
H -6.43 -5.34 0.43
H -5.00 -6.34 0.82
H -1.87 -1.58 -1.30
H -3.60 -1.81 -0.84
H -2.84 -2.89 -2.04
O 1.31 -3.35 2.01
S 0.69 -3.05 3.24
O -0.38 -3.84 3.75
O 1.88 -3.11 4.33
C 1.56 -2.74 5.67
C 2.44 -3.51 6.63
C 0.22 -1.37 3.27
H 0.52 -3.00 5.90
H 1.58 -1.66 5.83
H 2.28 -4.57 6.47
H 2.20 -3.21 7.65
H 3.50 -3.27 6.46
H -0.60 -1.24 3.98
H -0.16 -1.17 2.27
H 1.05 -0.71 3.49
O 0.02 1.73 -6.30
S 1.39 1.74 -5.89
O 2.23 0.61 -6.06
O 2.13 2.90 -6.71
C 1.47 4.16 -6.84
C 1.46 4.61 -8.30
C 1.54 2.37 -4.26
H 2.03 4.88 -6.23
H 0.46 4.15 -6.42
H 1.82 3.82 -8.95
H 2.11 5.47 -8.51
H 0.45 4.88 -8.61
H 2.59 2.30 -3.99
H 0.91 1.83 -3.54
H 1.16 3.39 -4.31
C 2.10 3.44 2.06
C 2.43 4.56 2.81
C 1.42 5.30 3.40
C 0.10 4.96 3.23
C -0.23 3.82 2.49
C 0.77 3.09 1.87
H 2.85 2.80 1.61
H 3.47 4.80 2.99
H 1.70 6.19 3.97
H -0.71 5.54 3.66
H -1.28 3.62 2.33
H 0.48 2.23 1.28
*
```

Energy ... -3222.2064 Ha


no.,orbital gap (eV)
1,7.34
2,9.02